Run 1
Formula: C6H14N2O
Source: the Open Molecules 2025 dataset
Level of theory: the ωB97M-V functional and the def2-TZVPD basis

Structure (XYZ):
```
23
Properties=species:S:1:pos:R:3
C -1.85903 -0.34470 -0.81742
C -2.16629 0.43308 0.45633
N -0.49086 -0.11508 -1.28634
H -0.08144 1.73583 -0.91198
H -0.34418 -0.63565 -2.14724
H -2.51782 -0.00642 -1.62334
H -2.06763 -1.41274 -0.65249
H -3.21401 0.29922 0.72008
H -1.96774 1.49434 0.31738
H -1.54134 0.08820 1.27932
C 0.57854 -1.69192 0.44702
C 1.13656 0.87031 0.26196
C 0.58577 -0.40138 -0.34879
N 1.56043 0.85308 1.61776
C 1.94971 0.08980 -0.78928
O 0.52356 2.04441 -0.15505
H 0.87769 1.32678 2.20441
H 2.44555 1.33790 1.71533
H 1.13291 -1.54958 1.36961
H 1.05278 -2.49028 -0.12354
H -0.43312 -2.00496 0.69911
H 2.02998 0.55961 -1.75907
H 2.80996 -0.47985 -0.47379
```

The value obtained for the HOMO-LUMO gap is 9.592 eV. The HOMO energy comes out at -8.601 eV.


Run 2
Formula: C6H14N2O
Source: the Open Molecules 2025 dataset
Level of theory: the ωB97M-V functional and the def2-TZVPD basis

Structure (XYZ):
```
23
Properties=species:S:1:pos:R:3
C -1.29604 -0.00847 0.08667
C 0.15518 0.46951 -0.14553
C 1.23178 -0.51077 0.31354
C -1.55090 -1.32868 -0.64315
C -1.57835 -0.16025 1.58450
C 3.20138 0.63173 -1.16729
N -2.26505 0.96327 -0.42705
N 3.77549 0.87414 -0.12517
O 2.62756 0.57108 -2.17278
H -2.12740 1.10501 -1.42272
H -2.13803 1.86121 0.02863
H 2.19360 -0.00668 0.65053
H 4.67380 1.27441 0.05470
H 0.28801 0.67194 -1.21116
H 0.28440 1.42057 0.38122
H 1.41166 -1.29618 -0.41638
H 0.94413 -0.99670 1.24676
H -1.34504 -1.21884 -1.70705
H -2.59293 -1.61569 -0.52255
H -0.91836 -2.12018 -0.25041
H -2.64413 -0.31418 1.73379
H -1.04604 -1.00665 2.00865
H -1.28476 0.74038 2.12225
```

The value obtained for the HOMO-LUMO gap is 9.757 eV. The HOMO energy comes out at -9.025 eV.


Run 3
Formula: C6H14N2O
Source: the Open Molecules 2025 dataset
Level of theory: the ωB97M-V functional and the def2-TZVPD basis

Structure (XYZ):
```
23
Properties=species:S:1:pos:R:3
C -0.93698 -0.12139 0.86739
C -0.39027 0.94507 1.82960
C -2.47964 -0.04881 0.83691
N -0.44888 -1.43364 1.28805
C -0.43208 0.18154 -0.51363
N -0.82179 0.67429 -1.51258
H -0.72389 -1.61228 2.24702
H -0.82466 -2.17024 0.70158
H 0.68502 0.83057 1.95804
H -0.84988 0.82535 2.81249
H -0.58557 1.94483 1.44761
H -2.88336 -0.79339 0.14990
H -2.87230 -0.24131 1.83663
H -2.81884 0.93240 0.50861
C 1.81928 -0.08912 -2.47570
C 2.02031 -0.18864 -0.62031
O 1.27277 1.05858 -2.83343
H 0.24996 1.09113 -2.31442
H 1.24074 -0.98726 -2.73107
H 2.88473 -0.12811 -2.71016
H 2.66208 0.68870 -0.53891
H 1.59007 -0.27724 0.37117
H 2.64319 -1.08103 -0.60477
```

The value obtained for the HOMO-LUMO gap is 9.161 eV. The HOMO energy comes out at -8.609 eV.


On energetic grounds, run 2 is preferred over the next structure by 11.9 kcal/mol.


Run 1
Formula: CHN2O4S
Source: the Open Molecules 2025 dataset
Level of theory: the ωB97M-V functional and the def2-TZVPD basis

Structure (XYZ):
```
9
Properties=species:S:1:pos:R:3
C -0.94549 -2.63081 -0.20523
N -0.50564 -1.58041 0.18716
N 0.35971 -0.53637 -0.15506
O -1.49414 -3.63379 -0.53648
O -0.26016 1.99986 -0.24117
O 1.14437 2.43604 -2.09918
O 0.29614 -0.09988 -1.47233
S -0.04439 1.69280 -1.66167
H 0.34783 0.38525 0.44402
```

The value obtained for the HOMO-LUMO gap is 7.661 eV. Its total charge is -1. The HOMO energy comes out at -4.089 eV.


Run 2
Formula: CHN2O4S
Source: the Open Molecules 2025 dataset
Level of theory: the ωB97M-V functional and the def2-TZVPD basis

Structure (XYZ):
```
9
Properties=species:S:1:pos:R:3
C -0.62001 1.32791 0.18437
N 1.50127 -1.08040 1.08286
N -0.76263 -0.93639 -0.38910
O -1.15046 2.25651 0.66271
O 0.54980 1.14492 -0.21430
O 1.66044 -0.77515 -1.48715
O -1.49033 0.25394 -0.03562
S 0.97532 -0.59657 -0.16712
H -0.66340 -1.59477 0.36336
```

The value obtained for the HOMO-LUMO gap is 8.856 eV. Its total charge is -1. The HOMO energy comes out at -4.937 eV.


On energetic grounds, run 1 is preferred over the next structure by 12.7 kcal/mol.


Run 1
Formula: C4H2O2
Source: the Open Molecules 2025 dataset
Level of theory: the ωB97M-V functional and the def2-TZVPD basis

Structure (XYZ):
```
8
Properties=species:S:1:pos:R:3
O -2.85811 -0.57000 -0.07570
C -1.76843 -0.96545 -0.41522
C -0.52824 -0.48611 0.13115
C 0.52950 -0.02034 0.44610
C 1.82552 1.39245 -0.01139
O 1.69638 0.44110 0.90855
H -1.63570 -1.73872 -1.19135
H 2.73906 1.94708 0.20786
```

The value obtained for the HOMO-LUMO gap is 8.962 eV. The HOMO energy comes out at -9.631 eV.


Run 2
Formula: C4H2O2
Source: the Open Molecules 2025 dataset
Level of theory: the ωB97M-V functional and the def2-TZVPD basis

Structure (XYZ):
```
8
Properties=species:S:1:pos:R:3
C -1.88229 0.77645 0.27658
C -1.22546 -0.22724 -0.10955
C 1.24514 1.34392 0.55987
C -0.44196 -1.17555 -0.51316
O 0.87573 2.20097 -0.08928
O 1.66362 0.44970 1.15468
H 0.40206 -1.12514 -1.22801
H -0.63685 -2.24312 -0.05113
```

The value obtained for the HOMO-LUMO gap is 8.418 eV. The HOMO energy comes out at -10.318 eV.


On energetic grounds, run 2 is preferred over the next structure by 54.3 kcal/mol.


Run 1
Formula: C4H2O2
Source: the Open Molecules 2025 dataset
Level of theory: the ωB97M-V functional and the def2-TZVPD basis

Structure (XYZ):
```
8
Properties=species:S:1:pos:R:3
C -1.10619 0.33596 -0.70886
C 1.10543 -0.37492 0.52588
C -0.29697 -0.11127 0.52391
C -0.29203 1.28097 -0.00142
O -1.57957 -0.53113 0.34090
O 1.63859 0.49610 -0.16577
H -1.10439 -0.04811 -1.71222
H 1.63514 -1.04760 1.19758
```

The value obtained for the HOMO-LUMO gap is 7.908 eV. The HOMO energy comes out at -8.627 eV.


Run 2
Formula: C4H2O2
Source: the Open Molecules 2025 dataset
Level of theory: the ωB97M-V functional and the def2-TZVPD basis

Structure (XYZ):
```
8
Properties=species:S:1:pos:R:3
O -0.57237 -2.09794 0.45438
C -0.44943 -1.13223 -0.26028
C -0.18242 1.69977 0.53097
O -0.88257 2.50993 0.99379
C 0.77687 0.92240 0.06474
C 0.82499 -0.34191 -0.32986
H -1.27588 -0.71684 -0.87068
H 1.76082 -0.84319 -0.58306
```

The value obtained for the HOMO-LUMO gap is 8.304 eV. The HOMO energy comes out at -9.525 eV.


Run 3
Formula: C4H2O2
Source: the Open Molecules 2025 dataset
Level of theory: the ωB97M-V functional and the def2-TZVPD basis

Structure (XYZ):
```
8
Properties=species:S:1:pos:R:3
C -1.76799 0.71582 0.04939
C 1.57073 -0.52682 0.06003
C 0.28380 -0.00046 0.30491
C -0.45524 1.09900 -0.14780
O -1.04798 -0.47809 0.04998
O 2.52742 0.21193 -0.13476
H -2.84675 0.68240 -0.41540
H 1.73601 -1.70378 0.23365
```

The value obtained for the HOMO-LUMO gap (spin up / spin down) is 7.251 / 7.253 eV. The HOMO energy (spin up / spin down) comes out at -8.810 / -8.812 eV.


Run 4
Formula: C4H2O2
Source: the Open Molecules 2025 dataset
Level of theory: the ωB97M-V functional and the def2-TZVPD basis

Structure (XYZ):
```
8
Properties=species:S:1:pos:R:3
C -1.41343 0.81452 0.06640
C -2.70396 0.98797 0.00488
C 0.79883 -1.44784 -0.40270
C -0.15596 0.72402 0.08899
O 0.02579 -2.21176 0.03051
O 0.83729 -0.08443 -0.25454
H 1.76419 -1.60322 -0.82089
H 0.84725 2.82074 1.28734
```

The value obtained for the HOMO-LUMO gap (spin up / spin down) is 9.174 / 7.527 eV. The HOMO energy (spin up / spin down) comes out at -10.776 / -9.284 eV.


On energetic grounds, run 2 is preferred over the next structure by 113.4 kcal/mol.